(1)
Density functional theory data (ωB97M-V/def2-TZVPD) for 4 unconnected molecules or ions with the total composition C35H75N5O16P3 at a distorted geometry.

Output
* net charge: +1
* orbital gap: 7.05 eV

XYZ file:
```
134
C35H75N5O16P3 ωB97M-V/def2-TZVPD
P 2.108 0.700 -7.036
P -0.618 5.568 6.422
P 4.285 -6.641 -1.561
O -5.059 1.347 0.531
O 2.919 -0.467 -6.050
O -0.574 5.168 4.807
O -0.535 7.099 6.207
O 5.366 -5.905 -0.731
O -5.784 0.754 3.421
O 1.382 1.745 -7.919
O -1.587 -1.631 3.754
O 3.078 -7.463 -2.488
O -0.710 3.858 6.662
O 1.997 1.624 -5.649
O 3.649 1.160 -7.463
O -4.596 -1.263 3.953
O 3.092 -5.504 -1.329
O 1.018 5.404 6.716
O 4.843 -6.056 -3.022
N -3.745 1.385 0.571
N -1.917 3.109 -2.608
N -0.130 -3.224 -0.902
N -3.184 -1.044 -0.196
N -2.259 -0.013 1.943
C -2.131 5.015 -0.506
C -0.945 6.105 3.809
C 3.897 1.861 -8.671
C -1.326 3.549 8.984
C 0.786 2.282 -5.304
C -0.342 3.244 7.879
C 3.866 3.362 -8.435
C 2.303 -1.071 -4.932
C -1.616 -2.962 -1.009
C -2.899 3.920 0.495
C -0.126 1.385 -4.488
C 0.270 6.873 3.317
C 1.701 6.312 7.570
C -1.711 4.437 -1.967
C -5.637 1.004 -0.768
C 3.136 -4.608 -0.232
C -3.347 1.222 4.039
C 6.232 -6.042 -3.321
C -1.402 -4.128 3.881
C -3.068 2.431 -0.251
C -7.295 1.129 -0.580
C 3.940 -9.694 -2.866
C 3.837 -3.317 -0.622
C -3.024 0.105 0.773
C -1.948 -1.323 -1.015
C -2.122 1.139 2.959
C -4.595 0.197 3.783
C 6.682 -7.349 -3.950
C 3.403 -8.420 -3.473
C -0.582 -2.690 4.079
C -1.496 -1.281 2.329
C 1.643 5.868 9.020
C -2.597 2.080 -1.769
C 1.212 -2.033 -5.340
C -7.822 2.298 -1.653
H -1.959 2.182 2.456
H 6.144 -7.537 -4.885
H 0.677 3.509 8.156
H -7.021 3.181 -1.716
H 0.609 5.796 9.366
H 0.029 -4.215 -1.220
H 0.713 -2.438 -4.455
H 2.743 6.336 7.243
H 4.084 -8.002 -4.213
H -0.348 -1.022 2.127
H -8.815 2.815 -1.268
H -0.789 -4.993 4.375
H -2.013 -3.444 -2.024
H -3.268 4.158 1.578
H 3.963 -2.667 0.249
H 6.844 -5.822 -2.443
H -2.908 0.997 5.115
H 3.175 -10.176 -2.247
H 2.174 6.578 9.663
H -3.706 2.360 4.053
H -0.985 3.113 9.928
H 2.479 -8.646 -4.014
H 6.491 -8.191 -3.280
H -0.028 7.665 2.624
H 0.962 6.200 2.800
H -1.132 0.931 3.594
H 4.799 -9.499 -2.220
H -7.832 0.132 -0.923
H -1.731 6.775 4.172
H 4.693 3.662 -7.784
H 4.819 -3.499 -1.065
H 0.056 -3.257 0.144
H -1.375 5.543 2.974
H -1.053 1.908 -4.232
H 2.947 3.681 -7.936
H 3.252 -2.780 -1.376
H 3.603 -5.077 0.641
H -0.114 -2.576 5.147
H 4.240 -10.393 -3.652
H 3.954 3.904 -9.382
H 0.309 -2.729 3.315
H -0.331 2.165 7.701
H -2.781 1.012 -2.270
H 1.055 3.157 -4.710
H -3.487 -1.886 0.374
H -5.374 1.725 -1.651
H 3.194 1.556 -9.453
H -5.452 -0.089 -1.140
H -1.545 -4.271 2.710
H -2.310 3.132 8.745
H 3.083 -1.623 -4.399
H 0.252 2.655 -6.182
H 0.361 1.079 -3.556
H -1.457 4.624 9.118
H 1.323 7.333 7.478
H -7.599 1.486 0.496
H -2.468 -3.953 4.344
H -1.018 -0.765 -0.577
H -4.692 -1.393 4.962
H 1.943 -0.318 -4.232
H -0.382 0.479 -5.043
H -1.932 6.115 -0.126
H -2.161 -3.536 -0.147
H -1.129 5.228 -2.650
H 1.632 -2.865 -5.914
H 2.103 -4.382 0.051
H 7.753 -7.320 -4.173
H 4.895 1.575 -9.019
H -1.806 -2.229 1.718
H -2.154 -1.073 -2.164
H 0.468 -1.547 -5.975
H 6.400 -5.227 -4.028
H 2.106 4.883 9.146
H 0.833 7.324 4.138
H -7.915 1.880 -2.757
```


(2)
Density functional theory data (ωB97M-V/def2-TZVPD) for a molecular structure, C35H76AgAs2F12NO12 at a distorted geometry.

Output
* expectation value of S²: 0.7553
* 2S+1: 2
* net charge: +1
* orbital gap (alpha / beta): 9.78 / 3.70 eV

XYZ file:
```
139
C35H76AgAs2F12NO12 ωB97M-V/def2-TZVPD
Ag -26.484 -12.121 -15.321
As -29.398 -10.420 -13.714
As -25.300 -14.444 -12.283
F -23.810 -14.161 -13.157
F -28.579 -8.940 -14.006
F -27.872 -11.288 -13.820
F -29.612 -10.696 -15.409
F -24.859 -13.115 -11.252
F -25.732 -15.738 -13.339
F -24.495 -15.576 -11.249
F -26.747 -14.684 -11.376
F -30.224 -11.924 -13.421
F -29.158 -10.283 -11.999
F -30.902 -9.592 -13.647
F -26.098 -13.390 -13.414
O -26.470 -16.240 -6.111
O -28.005 -18.388 -8.632
O -21.366 -9.357 -9.411
O -24.980 -10.494 -13.846
O -26.775 -19.889 -9.785
O -25.410 -14.055 -16.125
O -20.796 -10.925 -11.815
O -28.308 -15.035 -5.598
O -23.369 -17.616 -6.829
O -24.353 -11.685 -16.299
O -24.128 -19.088 -8.351
O -19.959 -13.466 -11.083
N -30.817 -13.275 -9.146
C -26.083 -22.070 -9.173
C -26.244 -15.152 -16.438
C -23.668 -10.455 -14.331
C -30.713 -14.083 -7.884
C -31.950 -11.201 -10.051
C -28.292 -17.402 -5.241
C -23.043 -19.654 -10.402
C -21.110 -9.536 -11.755
C -23.285 -18.563 -9.382
C -21.635 -11.732 -11.082
C -31.540 -14.250 -10.040
C -21.282 -13.205 -11.368
C -27.071 -20.975 -8.890
C -25.104 -10.059 -12.503
C -33.062 -9.103 -10.979
C -24.031 -18.584 -7.121
C -29.488 -12.879 -9.723
C -25.962 -15.210 -8.213
C -23.464 -12.776 -16.479
C -27.017 -17.774 -10.738
C -24.851 -19.360 -6.128
C -28.702 -11.913 -8.874
C -31.739 -12.110 -8.870
C -30.998 -15.659 -9.712
C -32.959 -10.081 -9.811
C -27.328 -11.697 -9.494
C -27.337 -18.702 -9.590
C -30.334 -15.491 -8.331
C -21.045 -8.692 -8.201
C -20.554 -8.952 -10.483
C -19.607 -13.402 -9.723
C -24.288 -13.952 -16.968
C -23.711 -10.509 -15.850
C -27.725 -16.089 -5.691
C -25.778 -15.130 -6.724
H -32.224 -11.766 -10.947
H -26.165 -9.977 -12.294
H -21.682 -9.082 -7.412
H -25.725 -16.222 -8.541
H -24.387 -9.690 -16.114
H -19.293 -12.368 -9.495
H -22.212 -19.387 -11.051
H -31.438 -13.980 -11.088
H -23.922 -19.915 -10.991
H -26.636 -15.108 -17.457
H -27.423 -11.470 -10.560
H -26.103 -18.090 -11.230
H -24.966 -20.377 -6.509
H -24.631 -10.778 -11.824
H -32.680 -12.555 -8.542
H -25.083 -21.798 -8.826
H -23.682 -17.636 -9.800
H -20.442 -13.637 -9.058
H -22.325 -18.304 -8.927
H -29.248 -15.544 -8.419
H -18.782 -14.076 -9.513
H -20.603 -9.108 -12.621
H -23.116 -11.311 -13.900
H -26.795 -10.852 -9.060
H -28.073 -18.199 -5.953
H -24.615 -13.751 -17.999
H -29.349 -17.322 -5.021
H -20.490 -7.862 -10.583
H -31.370 -11.561 -8.001
H -26.976 -14.966 -8.529
H -27.056 -15.193 -15.714
H -28.604 -12.189 -7.823
H -25.721 -16.102 -16.276
H -29.653 -12.457 -10.715
H -30.276 -16.001 -10.446
H -21.202 -7.614 -8.281
H -33.925 -10.498 -9.510
H -27.752 -17.711 -4.340
H -33.482 -8.165 -10.619
H -24.591 -9.098 -12.372
H -32.619 -9.494 -8.947
H -23.112 -9.552 -14.034
H -27.871 -17.740 -11.411
H -30.612 -16.204 -7.560
H -28.098 -21.281 -9.095
H -24.747 -15.325 -6.438
H -24.370 -19.394 -5.157
H -26.976 -20.651 -7.854
H -32.088 -8.903 -11.423
H -26.108 -14.164 -6.345
H -26.720 -12.601 -9.434
H -20.006 -8.892 -7.911
H -21.438 -13.434 -12.423
H -33.721 -9.518 -11.741
H -22.689 -11.498 -11.248
H -25.254 -14.543 -8.708
H -30.019 -13.644 -7.176
H -31.001 -10.705 -10.276
H -26.844 -16.798 -10.297
H -22.171 -9.292 -11.869
H -22.675 -12.533 -17.194
H -32.591 -14.215 -9.767
H -25.943 -22.253 -10.242
H -23.023 -13.037 -15.510
H -31.713 -14.101 -7.450
H -23.695 -14.871 -16.988
H -25.832 -18.893 -6.057
H -22.771 -20.565 -9.863
H -31.869 -16.303 -9.631
H -19.531 -9.324 -10.323
H -21.414 -11.582 -10.000
H -29.237 -10.958 -8.886
H -28.958 -13.824 -9.872
H -21.955 -13.853 -10.794
H -26.351 -23.028 -8.730
H -22.721 -10.327 -16.270
```


What did we get for E? Answer: -3879.32729; -8153.63670 Eh, in the order shown.